Entry 1:
Below is C40H50Br2HfN7O4Sb as an isolated structure in a non-equilibrium geometry, with properties calculated with ωB97M-V/def2-TZVPD.

Computed properties:
Net charge = +2
HOMO-LUMO gap = 6.30 eV
Multiplicity = 1
Relative energy (zero: lowest compared OMol25 entry of this formula, charge and spin) = 22.27 kcal/mol
Highest occupied orbital energy = -12.10 eV
Lowest unoccupied orbital energy = -0.21325 Ha

Geometry (Å):
Hf (-0.54, 1.32, 0.29)
O (2.90, 2.52, 2.84)
C (2.31, 2.13, 4.00)
C (2.93, 2.59, 5.19)
C (2.42, 2.17, 6.43)
C (1.32, 1.33, 6.52)
C (0.67, 0.92, 5.38)
C (1.20, 1.28, 4.09)
C (0.53, 0.65, 2.91)
O (-0.30, 1.50, 2.20)
N (1.62, 0.23, 2.00)
N (1.16, 0.03, 0.63)
C (2.01, -0.71, -0.22)
C (1.89, -0.85, -1.54)
Br (0.33, 0.09, -2.34)
C (2.68, -1.50, -2.58)
C (4.77, -0.01, -2.71)
C (4.07, 1.34, -2.36)
C (5.05, 2.41, -1.87)
C (6.21, 2.57, -2.51)
C (6.61, 1.56, -3.51)
C (5.94, 0.40, -3.70)
H (2.76, 1.71, 2.32)
H (3.78, 3.22, 4.98)
H (2.83, 2.49, 7.39)
H (0.96, 1.09, 7.53)
H (-0.17, 0.24, 5.47)
H (-0.04, -0.25, 3.28)
H (2.02, -0.66, 2.36)
H (2.93, -1.20, 0.20)
H (2.15, -2.34, -3.06)
H (3.37, 1.21, -1.54)
H (4.72, 3.09, -1.08)
H (6.92, 3.29, -2.22)
H (7.38, 1.81, -4.16)
H (6.18, -0.22, -4.50)
Br (-1.84, 4.60, 1.51)
C (-3.01, 3.14, 1.79)
C (-4.05, 3.25, 2.70)
C (-4.86, 2.14, 2.86)
C (-4.62, 1.04, 2.09)
C (-3.57, 1.02, 1.24)
N (-2.74, 2.05, 1.10)
C (-3.15, -0.23, 0.48)
O (-3.89, -1.24, 0.39)
O (-1.96, -0.23, 0.03)
H (-4.11, 4.14, 3.33)
H (-5.64, 2.03, 3.62)
H (-5.30, 0.19, 2.17)
N (-1.04, 3.39, -3.48)
C (-2.07, 2.60, -3.77)
C (-2.39, 1.95, -2.67)
N (-1.50, 2.30, -1.66)
C (-0.68, 3.17, -2.16)
C (0.53, 3.60, -1.50)
N (0.81, 3.00, -0.37)
C (1.90, 3.69, 0.14)
C (2.28, 4.63, -0.73)
N (1.43, 4.62, -1.76)
H (-0.62, 4.05, -4.16)
H (-2.50, 2.70, -4.77)
H (-3.14, 1.16, -2.50)
H (2.23, 3.58, 1.13)
H (3.12, 5.35, -0.74)
H (1.38, 5.22, -2.58)
C (5.55, -0.66, -1.56)
C (3.81, -1.11, -3.22)
C (4.24, -1.92, -4.43)
C (3.38, 2.03, -3.54)
Sb (-3.18, -3.17, -0.38)
C (-5.15, -3.95, -0.87)
C (-5.11, -5.47, -0.51)
C (-5.16, -3.74, -2.39)
C (-6.30, -3.22, -0.25)
C (-2.79, -3.86, 1.68)
C (-1.60, -3.01, 2.11)
C (-2.31, -5.28, 1.74)
C (-3.98, -3.56, 2.63)
H (6.20, 0.09, -1.09)
H (6.07, -1.54, -1.91)
H (4.80, -0.97, -0.79)
H (4.16, -1.30, -5.24)
H (3.66, -2.79, -4.58)
H (5.27, -2.24, -4.30)
H (4.19, 2.35, -4.14)
H (2.80, 2.82, -3.22)
H (2.76, 1.29, -4.06)
H (-4.16, -5.92, -0.84)
H (-5.95, -6.02, -1.01)
H (-5.20, -5.68, 0.60)
H (-4.38, -4.29, -2.99)
H (-4.98, -2.68, -2.59)
H (-6.18, -3.92, -2.81)
H (-6.17, -3.06, 0.82)
H (-7.19, -3.76, -0.46)
H (-6.44, -2.26, -0.72)
H (-0.77, -2.99, 1.45)
H (-1.25, -3.26, 3.09)
H (-1.91, -1.96, 2.10)
H (-1.56, -5.53, 0.95)
H (-3.19, -6.00, 1.64)
H (-1.61, -5.38, 2.64)
H (-4.60, -2.72, 2.25)
H (-3.65, -3.35, 3.65)
H (-4.69, -4.37, 2.73)

---

Entry 2:
Below is a 2-piece molecular cluster, C6H14N2O overall in a non-equilibrium geometry, with properties calculated with ωB97M-V/def2-TZVPD.

Computed properties:
Net charge = 0
HOMO-LUMO gap = 9.61 eV
Multiplicity = 1
Relative energy (zero: lowest compared OMol25 entry of this formula, charge and spin) = 100.93 kcal/mol
Highest occupied orbital energy = -8.77 eV
Lowest unoccupied orbital energy = 0.03053 Ha

Geometry (Å):
C (-1.79, 2.03, -0.74)
C (-1.72, 0.50, -0.75)
C (-1.96, -0.05, 0.66)
C (-0.43, 0.09, -1.28)
N (0.48, 0.14, -2.00)
H (-1.69, 2.43, -1.76)
H (-2.74, 2.37, -0.33)
H (-0.97, 2.43, -0.14)
H (-2.49, 0.10, -1.42)
H (-1.20, 0.31, 1.35)
H (-2.04, -1.14, 0.66)
H (-2.92, 0.30, 1.04)
C (0.85, -1.88, 0.46)
N (1.91, -0.71, 0.93)
C (2.82, -0.39, -0.14)
O (1.22, 0.49, 1.27)
H (1.57, -2.68, 0.32)
H (0.28, -2.07, 1.37)
H (0.21, -2.06, -0.41)
H (2.25, -0.13, -1.06)
H (3.42, 0.47, 0.13)
H (3.45, -1.26, -0.32)
H (1.49, 0.72, 2.16)

---

Entry 3:
Below is an isolated ion of composition C6H8IN2O3S and charge +1, with properties calculated with ωB97M-V/def2-TZVPD.

Computed properties:
Net charge = +1
HOMO-LUMO gap = 8.99 eV
Multiplicity = 1
Highest occupied orbital energy = -12.62 eV
Lowest unoccupied orbital energy = -0.13333 Ha

Geometry (Å):
C (-2.90, -0.61, -0.57)
S (-1.69, 0.22, 0.38)
O (-1.56, -0.43, 1.64)
O (-1.80, 1.63, 0.24)
N (-0.19, -0.19, -0.46)
C (-0.07, -0.38, -1.77)
N (1.20, -0.60, -2.05)
C (1.94, -0.52, -0.89)
C (1.09, -0.26, 0.12)
C (1.40, 0.03, 1.55)
C (1.79, 1.50, 1.72)
O (2.21, 2.18, 0.84)
I (1.55, 2.24, 3.70)
H (-3.82, -0.12, -0.23)
H (-2.79, -0.46, -1.64)
H (-2.91, -1.66, -0.30)
H (-0.86, -0.35, -2.50)
H (1.55, -0.77, -2.98)
H (3.01, -0.63, -0.88)
H (2.26, -0.57, 1.87)
H (0.59, -0.22, 2.22)

---

Entry 4:
Below is one molecule with the formula C4H8F2O2 in a non-equilibrium geometry, with properties calculated with ωB97M-V/def2-TZVPD.

Computed properties:
Net charge = 0
HOMO-LUMO gap = 11.29 eV
Multiplicity = 1
Relative energy (zero: lowest compared OMol25 entry of this formula, charge and spin) = 0.00 kcal/mol
Highest occupied orbital energy = -10.38 eV
Lowest unoccupied orbital energy = 0.03344 Ha

Geometry (Å):
O (0.40, 1.85, 0.91)
C (-0.44, 0.71, 0.70)
C (-1.21, 0.89, -0.64)
F (-1.85, -0.34, -0.89)
C (0.39, -0.64, 0.73)
O (-0.43, -1.81, 0.96)
C (1.19, -0.91, -0.52)
F (1.96, 0.20, -0.88)
H (1.02, 1.90, 0.18)
H (-1.13, 0.70, 1.56)
H (-1.91, 1.73, -0.76)
H (-0.41, 0.96, -1.41)
H (1.09, -0.57, 1.57)
H (-1.10, -1.82, 0.25)
H (1.89, -1.74, -0.41)
H (0.53, -1.10, -1.36)

---

Entry 5:
Below is a 3-piece molecular cluster, C13H35B3N2O6S overall in a non-equilibrium geometry, with properties calculated with ωB97M-V/def2-TZVPD.

Computed properties:
Net charge = 0
HOMO-LUMO gap = 9.21 eV
Multiplicity = 1
Highest occupied orbital energy = -9.19 eV
Lowest unoccupied orbital energy = 0.00091 Ha

Geometry (Å):
C (-3.96, 0.26, 3.51)
O (-4.18, -0.91, 2.65)
C (-3.39, -0.85, 1.41)
C (-1.98, -1.67, 1.72)
C (-0.65, -0.99, 1.04)
C (-0.76, -0.78, -0.60)
B (0.07, 0.65, -0.92)
O (1.42, 0.90, -0.34)
B (1.40, 2.18, 0.41)
O (0.78, 3.39, -0.19)
B (-0.35, 2.98, -1.04)
S (-1.83, 4.17, -1.18)
O (-0.47, 1.72, -1.81)
H (-3.65, -0.02, 4.62)
H (-4.98, 0.87, 3.62)
H (-3.18, 1.02, 3.06)
H (-4.02, -1.45, 0.59)
H (-3.23, 0.22, 0.97)
H (-2.13, -2.75, 1.24)
H (-1.82, -1.73, 2.89)
H (0.24, -1.76, 1.20)
H (-0.32, 0.00, 1.59)
H (-0.15, -1.66, -1.12)
H (-1.87, -0.75, -0.96)
H (1.86, 2.16, 1.50)
H (-2.53, 4.15, 0.04)
C (1.25, -3.04, 3.58)
O (0.79, -1.89, 4.27)
C (1.51, -1.60, 5.47)
C (2.85, -0.86, 5.26)
C (3.97, -1.77, 4.75)
N (2.70, 0.27, 4.34)
H (1.59, -3.83, 4.26)
H (2.05, -2.77, 2.88)
H (0.42, -3.44, 2.98)
H (0.85, -0.94, 6.05)
H (1.64, -2.51, 6.07)
H (3.17, -0.47, 6.23)
H (3.88, -2.00, 3.68)
H (4.94, -1.28, 4.88)
H (3.99, -2.71, 5.30)
H (2.02, 0.93, 4.73)
H (2.23, -0.08, 3.49)
C (-0.71, 2.48, -7.34)
O (0.53, 1.79, -7.35)
C (1.10, 1.58, -6.05)
C (0.50, 0.38, -5.28)
C (-0.88, 0.65, -4.69)
N (0.43, -0.82, -6.13)
H (-0.76, 3.23, -6.55)
H (-1.53, 1.77, -7.25)
H (-0.83, 2.98, -8.31)
H (2.16, 1.38, -6.23)
H (1.05, 2.50, -5.46)
H (1.17, 0.16, -4.45)
H (-1.67, 0.62, -5.44)
H (-1.13, -0.10, -3.94)
H (-0.91, 1.63, -4.20)
H (1.37, -1.06, -6.44)
H (-0.05, -0.55, -7.00)

---

Entry 6:
Below is a 2-piece molecular cluster, C3H6O overall in a non-equilibrium geometry, with properties calculated with ωB97M-V/def2-TZVPD.

Computed properties:
Net charge = 0
HOMO-LUMO gap (spin up / spin down) = 8.49 / 8.35 eV
Multiplicity = 1
Relative energy (zero: lowest compared OMol25 entry of this formula, charge and spin) = 102.67 kcal/mol
Highest occupied orbital energy (spin up / spin down) = -8.27 / -8.21 eV
Lowest unoccupied orbital energy (spin up / spin down) = 0.00828 / 0.00547 Ha

Geometry (Å):
C (-1.69, -1.16, -0.50)
C (1.32, 0.36, 0.29)
C (-0.08, 1.07, 0.34)
O (-2.38, -1.24, -1.46)
H (-0.79, -1.81, -0.17)
H (1.61, 0.07, 1.32)
H (2.06, 0.93, -0.27)
H (1.05, -0.57, -0.20)
H (-0.69, 0.58, 1.08)
H (-0.42, 1.77, -0.42)

---

Entry 7:
Below is one molecule with the formula C3H5ClS in a non-equilibrium geometry, with properties calculated with ωB97M-V/def2-TZVPD.

Computed properties:
Net charge = 0
HOMO-LUMO gap = 9.61 eV
Multiplicity = 1
Relative energy (zero: lowest compared OMol25 entry of this formula, charge and spin) = 23.93 kcal/mol
Highest occupied orbital energy = -9.80 eV
Lowest unoccupied orbital energy = -0.00701 Ha

Geometry (Å):
C (0.51, 1.46, 0.46)
C (0.47, 0.21, -0.01)
C (-0.77, -0.52, -0.29)
S (-0.76, -2.03, 0.69)
Cl (-0.83, -0.77, -2.42)
H (1.63, 1.89, 0.53)
H (-0.32, 2.10, 0.69)
H (1.37, -0.30, -0.26)
H (-1.81, -0.06, -0.21)
H (0.51, -1.99, 0.80)

---

Entry 8:
Below is a 13-piece molecular cluster, C26H78O13S3 overall in a non-equilibrium geometry, with properties calculated with ωB97M-V/def2-TZVPD.

Computed properties:
Net charge = 0
HOMO-LUMO gap = 8.68 eV
Multiplicity = 1
Relative energy (zero: lowest compared OMol25 entry of this formula, charge and spin) = 26.16 kcal/mol
Highest occupied orbital energy = -8.49 eV
Lowest unoccupied orbital energy = 0.00694 Ha

Geometry (Å):
C (-2.29, -5.49, -3.77)
C (-2.33, -4.00, -3.47)
O (-2.01, -3.35, -4.73)
H (-3.18, -5.67, -4.12)
H (-2.55, -5.99, -2.92)
H (-1.26, -5.98, -4.03)
H (-1.48, -3.78, -2.68)
H (-3.27, -3.64, -3.19)
H (-1.56, -2.56, -4.63)
C (3.37, -3.08, 0.23)
C (3.01, -4.40, -0.04)
O (3.54, -5.41, 0.86)
H (3.13, -2.72, 1.29)
H (2.65, -2.46, -0.38)
H (4.31, -2.79, -0.22)
H (3.13, -4.69, -1.12)
H (1.97, -4.42, 0.30)
H (3.41, -6.25, 0.49)
C (0.81, 2.51, -5.23)
C (-0.61, 2.22, -4.82)
O (-0.65, 2.28, -3.44)
H (1.17, 3.39, -4.77)
H (0.91, 2.49, -6.25)
H (1.66, 1.64, -5.07)
H (-1.15, 1.40, -5.15)
H (-1.30, 2.99, -5.24)
H (-0.94, 3.05, -3.07)
C (-2.44, 3.80, -0.88)
C (-1.41, 4.96, -0.99)
O (-0.80, 5.01, -2.25)
H (-3.07, 3.75, 0.02)
H (-1.96, 2.75, -0.82)
H (-3.00, 3.96, -1.98)
H (-0.85, 5.03, -0.11)
H (-1.66, 6.00, -0.94)
H (-0.55, 5.86, -2.29)
C (-0.65, 0.34, -0.02)
C (-0.07, -0.93, 0.62)
O (-0.44, -2.11, -0.11)
H (-0.57, 1.20, 0.72)
H (-1.83, 0.17, -0.24)
H (-0.31, 0.58, -1.10)
H (-0.33, -1.06, 1.74)
H (0.96, -0.88, 0.77)
H (-1.27, -1.82, -0.57)
C (-3.79, 1.09, 1.61)
C (-3.46, 0.68, 3.04)
O (-2.25, 0.10, 2.94)
H (-4.04, 0.34, 0.85)
H (-3.09, 1.86, 1.04)
H (-4.82, 1.57, 1.44)
H (-4.16, -0.04, 3.26)
H (-3.37, 1.45, 3.73)
H (-1.77, 0.25, 3.70)
C (2.17, 1.26, -1.57)
C (3.74, 1.19, -1.38)
O (4.18, -0.12, -1.96)
H (1.90, 2.24, -1.10)
H (1.51, 0.37, -1.36)
H (2.07, 1.35, -2.42)
H (3.86, 1.30, -0.41)
H (4.16, 1.93, -1.83)
H (5.13, -0.23, -1.75)
C (-2.12, 5.06, 3.07)
C (-1.36, 3.78, 3.52)
O (-1.80, 3.54, 4.74)
H (-2.02, 5.86, 3.88)
H (-3.06, 4.83, 2.70)
H (-1.51, 5.39, 2.00)
H (-0.22, 3.71, 3.51)
H (-1.77, 2.97, 2.54)
H (-1.84, 2.68, 4.83)
C (1.53, 3.84, 1.43)
C (2.58, 4.57, 0.52)
O (3.20, 5.66, 1.29)
H (2.06, 3.51, 2.39)
H (0.87, 3.10, 1.02)
H (1.04, 4.72, 1.82)
H (2.14, 4.80, -0.28)
H (3.35, 3.76, 0.11)
H (2.81, 6.57, 1.32)
C (2.59, 0.70, 3.89)
C (3.87, 0.90, 3.15)
O (4.98, 1.18, 4.08)
H (2.43, 1.40, 4.47)
H (2.88, -0.25, 4.49)
H (1.78, 0.47, 3.28)
H (3.92, 1.66, 2.26)
H (4.27, 0.05, 2.71)
H (5.75, 1.36, 3.33)
C (-2.74, -4.46, 0.77)
S (-3.42, -2.82, 0.98)
O (-3.11, -2.03, -0.32)
C (-5.19, -3.20, 1.17)
H (-2.82, -4.99, 1.63)
H (-1.81, -4.62, 0.35)
H (-3.47, -4.98, 0.27)
H (-5.34, -3.78, 2.07)
H (-5.47, -3.53, 0.17)
H (-5.56, -2.18, 1.26)
C (0.32, -2.20, 4.66)
S (0.20, -3.89, 4.30)
O (-1.24, -4.37, 4.22)
C (0.84, -3.91, 2.58)
H (0.22, -2.13, 5.68)
H (-0.46, -1.56, 3.90)
H (1.26, -1.79, 4.33)
H (1.94, -3.36, 2.63)
H (0.16, -3.40, 1.98)
H (0.92, -4.90, 2.27)
C (1.76, -0.80, -5.02)
S (0.37, -0.95, -3.90)
O (-0.72, -1.48, -4.84)
C (1.00, -2.41, -3.03)
H (2.24, -1.87, -5.47)
H (2.63, -0.65, -4.47)
H (1.56, -0.20, -5.96)
H (0.17, -2.49, -2.28)
H (2.06, -2.23, -2.35)
H (1.10, -3.14, -3.90)

---

Number 1: calculated total energy -7674.35533 a.u.. Number 2: calculated total energy -421.63942 a.u.. Number 3: calculated total energy -1264.28210 a.u.. Number 4: calculated total energy -507.39803 a.u.. Number 5: calculated total energy -1550.08570 a.u.. Number 6: calculated total energy -192.97960 a.u.. Number 7: calculated total energy -975.61860 a.u.. Number 8: calculated total energy -3209.25132 a.u..